(1)
45
Properties=species:S:1:pos:R:3 method="wB97M-V/def2-TZVPD" gap_ev=11.21 de_lowest_kcal_mol=7.8 total_charge=0 smiles="CCCOC(=O)OCC.COC(=O)OC.COC(=O)OC"
O 3.10288 3.33048 -1.62029
O -0.50884 0.04592 1.53602
O -2.83266 0.64685 -1.79175
O 1.01650 2.52349 -1.32771
O -0.23517 -1.79019 2.85001
O -3.12286 2.41733 -3.16078
O 1.54071 -0.79988 1.92535
O -4.83800 1.18036 -2.37385
O 2.38085 3.02891 0.39039
C -1.57437 -2.24390 2.62290
C 2.88592 3.26573 -3.03087
C 2.06451 2.92489 -0.89083
C 1.32744 2.62776 1.28117
C 2.41877 -3.13417 1.93485
C -1.61391 -3.44780 1.69300
C -1.41292 0.87716 -1.83072
C 3.90915 -3.20827 2.32575
C -5.72696 2.03110 -3.09611
C 0.18984 -0.79843 2.04944
C -3.54775 1.50424 -2.50462
C 2.03929 -1.89952 1.13213
H 1.26321 -2.16438 0.41106
H 4.52845 -2.52111 1.75952
H 4.27558 -4.22216 2.18900
H -0.96308 0.11053 -1.20736
H -5.64657 3.05850 -2.74614
H -1.35352 -4.34328 2.25153
H 2.87792 -1.52855 0.55290
H -5.52116 1.98597 -4.16393
H -1.95709 -2.55172 3.59223
H -0.93707 -3.34553 0.85093
H -1.04487 0.78554 -2.85092
H -1.16847 1.84908 -1.42983
H 2.16178 -4.00280 1.32982
H -6.72907 1.65908 -2.90332
H 2.05545 3.90560 -3.32226
H -2.63935 -3.57168 1.35553
H 4.01661 -2.99992 3.38696
H 2.69304 2.24127 -3.34375
H 3.80029 3.62164 -3.49606
H 1.05928 1.59006 1.12110
H 0.45542 3.26673 1.15214
H 1.71374 2.74842 2.28942
H 1.82176 -3.20226 2.83739
H -2.22468 -1.45107 2.27056

(2)
26
Properties=species:S:1:pos:R:3 method="wB97M-V/def2-TZVPD" gap_ev=6.14 de_lowest_kcal_mol=172.4 total_charge=-1
O 1.63095 0.07827 -1.82797
O 1.35955 -0.10671 1.27689
O -1.27232 -3.00295 -0.02751
O 0.96666 1.26196 1.12200
O -2.18284 -0.27211 0.90644
C 0.58051 1.52849 -0.19978
C -0.32050 -1.71925 0.86890
C -1.37548 -1.06529 1.73905
C 2.63583 -0.12586 -2.78488
C -2.82547 0.77003 1.59824
C 1.67552 1.35870 -1.24332
H 0.25972 2.58162 -0.17602
H 2.65843 1.53274 -0.76659
H -0.89845 -0.55338 2.59439
H 1.54809 2.12039 -2.03593
H -0.18409 -1.23968 -0.11470
H -2.07447 1.44378 2.04927
H -3.41903 1.33681 0.87033
H -1.96781 -2.43059 -0.36904
H 2.53361 -1.14678 -3.17178
H 3.64181 -0.01688 -2.34231
H 0.28060 -2.39529 1.49278
H 2.54535 0.59063 -3.62013
H -0.28898 0.90484 -0.47570
H -2.01876 -1.80376 2.25197
H -3.48845 0.37027 2.38538

(3)
20
Properties=species:S:1:pos:R:3 method="wB97M-V/def2-TZVPD" gap_ev="3.40 / 3.35" total_charge=+1 spin_multiplicity=2
Ga -1.05189 -3.10965 -3.06070
O 1.53960 0.84194 -1.78104
O -1.48730 -1.89812 -1.85071
O -0.24796 -2.03869 0.05136
O 0.19046 -3.29284 -1.68104
C 0.73091 0.67854 0.47963
C 0.90808 1.56579 -0.74265
C 0.15709 1.41684 1.59694
C -0.42066 -0.69986 0.55225
C -0.71061 0.80055 2.46478
C -0.58715 -2.44567 -1.15763
H -0.53911 -1.10388 1.56979
H -1.76761 0.57772 2.31202
H -0.07713 1.93795 -1.07288
H 0.12909 2.50923 1.51488
H 1.65951 0.14064 0.71509
H 1.52208 2.43950 -0.46511
H -0.93070 -0.28245 -0.33068
H -0.38803 0.68040 3.50354
H 1.37134 1.28205 -2.61784

(4)
78
Properties=species:S:1:pos:R:3 method="wB97M-V/def2-TZVPD" gap_ev=2.45 total_charge=+1
F -5.24267 -2.05962 2.17512
F -9.45123 -1.29394 -4.45165
N 3.38199 0.65987 2.57053
N 3.73404 -1.24990 1.48420
C 2.76217 -3.31251 0.71037
C 1.40258 -0.46199 1.55046
C 2.74198 -0.36102 1.87629
C 2.60284 -3.70030 -1.68923
C -7.26344 -0.41897 -4.08694
C -7.27426 0.56539 -6.72115
C -3.07348 -1.08731 2.26292
C -6.16908 0.78138 -5.90751
C -2.22973 0.08545 0.29428
C 3.07798 2.61186 4.02009
C -4.24108 -1.35624 1.54168
C 2.54144 3.88644 4.21198
C 1.83859 4.54433 3.19226
C -4.45235 -0.95029 0.23574
C 2.44676 -3.65537 2.12990
C -4.92301 0.49282 -3.79825
C 3.53548 -2.18556 0.43041
C 4.75589 0.41679 2.52388
C -3.51018 0.17892 -1.77185
C -3.40720 -0.24231 -0.43648
C 3.84642 1.98289 5.13953
C -8.39362 -0.15127 -6.25407
C 4.79767 -0.64122 -1.09842
C 2.84321 1.96210 2.79090
C -2.07602 -0.34161 1.60515
C 1.73447 3.92552 1.94399
C 2.33719 2.11923 0.32291
C 3.94021 -1.84154 -0.86260
C 3.43304 -2.59940 -1.92117
C 2.29322 2.66089 1.70959
C -6.10825 0.27487 -4.57404
C 1.23429 5.90001 3.41714
C -4.65190 -0.05168 -2.54605
C 4.96358 -0.72716 1.84576
C 2.07145 -4.47852 -2.85619
C -8.35063 -0.61655 -4.93315
C 2.27983 -4.05828 -0.37206
H -4.17043 1.16613 -4.21759
H -5.31044 1.34155 -6.28894
H 1.99968 6.65394 3.64169
H 1.21612 4.42790 1.11641
H 5.79652 -0.73408 -0.64707
H 0.69357 6.22329 2.52225
H 1.03415 -1.39960 1.14535
H 4.18295 0.97698 4.89676
H -7.29210 -0.78606 -3.05591
H 1.94951 -4.63193 2.16352
H 1.51980 -3.82972 -3.54955
H 0.52407 5.89156 4.25261
H 2.88528 -4.94724 -3.42605
H -5.41744 -1.14421 -0.25052
H 1.78589 -2.90791 2.58480
H 5.47022 1.12206 2.92584
H 1.61681 -4.90977 -0.17385
H 4.73653 2.57764 5.39929
H 4.92701 -0.49828 -2.17737
H -7.28959 0.94841 -7.74347
H 3.35259 -3.71830 2.74775
H 3.22111 1.92341 6.04184
H 2.66321 4.38432 5.17570
H -2.67848 0.76765 -2.17859
H 3.35888 1.98211 -0.05023
H -5.39818 -0.72207 -2.13310
H 3.67620 -2.29849 -2.94148
H 1.80877 2.80008 -0.34939
H 1.83220 1.15296 0.25791
H 4.33954 0.27566 -0.70030
H 1.39350 -5.26839 -2.52104
H 5.89181 -1.20614 1.56542
H -2.95918 -1.43915 3.28425
H -9.27131 -0.33260 -6.87571
H -1.47447 0.69884 -0.19871
H -1.16574 -0.09706 2.13616
H 0.77331 0.35034 1.91703

(5)
19
Properties=species:S:1:pos:R:3 method="wB97M-V/def2-TZVPD" gap_ev=11.45 de_lowest_kcal_mol=18.3 total_charge=+1 smiles="C[C@]([NH3+])(O)[C@@H](O)C(=O)O"
O -0.11407 2.33246 0.60093
O -1.75829 -0.65738 0.09342
O 1.51314 0.46975 -0.90597
O -2.27655 1.87917 1.04125
N 0.46507 -1.56961 -1.13518
C -1.23624 1.58211 0.55965
C 0.58056 -0.35538 -0.29162
C -0.84654 0.27779 -0.41260
C 1.06243 -0.72186 1.07271
H 2.05438 -0.43154 1.26469
H 0.67780 -1.47168 -2.18672
H -2.61604 -0.16367 0.27753
H 1.26995 -2.13792 -0.85973
H 1.50560 1.36340 -0.48982
H 0.36210 -0.28440 1.70715
H -0.48994 -1.98660 -0.94550
H -1.01038 0.51475 -1.46906
H 1.06553 -1.83899 1.17423
H -0.20850 3.19958 0.90461

(6)
21
Properties=species:S:1:pos:R:3 method="wB97M-V/def2-TZVPD" gap_ev=9.36 de_lowest_kcal_mol=76.4 total_charge=0 smiles="C=C/C=C/CN.O.O"
O 0.75320 -0.46922 2.70854
O -0.17795 2.67319 1.71248
N 0.06548 1.85938 -1.77099
C 0.40553 0.52503 -2.31027
C -0.17849 -2.85919 0.61450
C -0.60445 -1.60419 0.80398
C -0.67731 -0.51944 -0.24335
C 0.22588 -0.55054 -1.24459
H 0.92554 -0.09936 1.82407
H -1.26505 0.36203 0.00050
H 0.78774 -1.46652 -1.33420
H 0.62531 2.66007 2.21387
H -0.39043 2.03760 1.00934
H -0.27232 0.29224 -3.13620
H 1.43141 0.58061 -2.66596
H -1.24916 -1.38376 1.66040
H -0.89280 2.09325 -1.98969
H -0.35035 -3.54737 1.42884
H 0.23651 -3.36715 -0.26244
H -0.00878 0.09453 2.90683
H 0.61047 2.68881 -1.92562

(7)
12
Properties=species:S:1:pos:R:3 method="wB97M-V/def2-TZVPD" gap_ev=5.11 de_lowest_kcal_mol=118.1 total_charge=0
S 1.94259 0.15706 -2.35708
S 1.86058 0.42166 1.28638
O -2.56986 -1.32655 0.13632
C 0.47688 0.68873 0.16899
C -1.44158 -0.92878 -0.00968
C -0.84660 0.21793 0.79348
H 0.62930 0.11079 -0.81241
H 2.48169 -0.12300 -1.15341
H -1.64279 0.96598 0.88667
H -0.74262 -1.60108 -0.53313
H 0.45509 1.72632 -0.13228
H -0.60269 -0.30906 1.72616

(8)
14
Properties=species:S:1:pos:R:3 method="wB97M-V/def2-TZVPD" gap_ev=12.00 de_lowest_kcal_mol=0.0 total_charge=0 smiles="OB(O)OB(O)O.O=C=O"
O -0.25182 1.09650 -1.75401
O -2.02025 0.68263 -0.24554
O 0.02021 -0.61001 -0.12075
O 0.52206 -2.07774 1.72785
O 2.28606 2.22951 -0.18735
O 3.28526 1.33243 -2.03924
O -1.72134 -1.26639 1.36122
C 2.75448 1.70848 -1.10448
B -0.81620 0.35176 -0.72961
B -0.39287 -1.36813 0.94910
H -0.93800 1.62066 -1.97364
H 1.43002 -2.18536 1.40764
H -2.27196 0.11765 0.52183
H -1.88565 -1.63201 2.18698

(9)
24
Properties=species:S:1:pos:R:3 method="wB97M-V/def2-TZVPD" gap_ev=10.09 de_lowest_kcal_mol=36.1 total_charge=0 smiles=CNCCN.O.O.O
O -2.56292 -1.88296 -0.49569
O -1.61490 -1.36987 -2.90346
O 0.32252 2.19007 3.03263
N -0.19730 0.98026 -0.16458
N 2.42081 -1.67930 0.53997
C 1.10402 0.42265 0.12900
C -0.14391 2.42862 -0.41953
C 1.08449 -1.07760 0.23879
H 0.53669 2.99748 0.21836
H 2.43662 -2.23265 1.37475
H 0.37817 -1.53541 0.91840
H -0.85941 -1.49280 -2.31054
H 0.75790 1.86995 2.24810
H -2.74861 -1.64245 -1.40781
H 0.94412 -1.47073 -0.78230
H 1.86510 0.82687 -0.54303
H -1.17244 -0.78288 -3.55609
H 0.00535 2.62269 -1.47767
H -1.13189 2.81213 -0.14200
H 0.33273 1.60374 3.79479
H 3.06687 -0.92554 0.74600
H -1.94043 -1.26480 -0.06305
H 1.51652 0.78060 1.10132
H -0.86250 0.81160 0.58034

(10)
20
Properties=species:S:1:pos:R:3 method="wB97M-V/def2-TZVPD" gap_ev=9.58 de_lowest_kcal_mol=50.0 total_charge=0 smiles="NCC[C@@H](N)C=O.O"
O 2.33273 -1.96043 0.03393
O -0.44181 1.88734 2.11187
N 0.14274 -0.84764 1.19875
N -1.33736 1.88298 -0.81812
C -1.71966 0.52088 -1.09397
C 1.62897 -1.28428 -0.65708
C 0.54196 -0.31111 -0.10616
C -0.56638 -0.48440 -1.17674
H -0.91084 2.07648 0.07011
H -0.20848 -0.37925 -2.21140
H -2.42208 0.22959 -0.28276
H -0.85725 -0.96773 1.26850
H 0.60642 -1.72753 1.38163
H 0.92236 0.70498 -0.00179
H 0.46106 2.08166 2.43818
H -1.92253 2.57921 -1.21871
H -2.29462 0.35379 -2.00942
H -0.33147 0.91659 2.01346
H -0.96159 -1.49763 -1.11630
H 1.59840 -1.36202 -1.75420

(11)
86
Properties=species:S:1:pos:R:3 method="wB97M-V/def2-TZVPD" gap_ev=8.12 de_lowest_kcal_mol=25.7 total_charge=0
Pd -0.08018 0.44355 -0.05782
Cl -1.31474 3.16791 -7.41042
O 0.23072 -0.02139 1.76987
O -2.39377 7.74352 -0.08257
O -0.69278 -1.50290 -0.74580
O 2.19265 -0.26036 -0.47636
O -0.39020 1.06570 -1.98850
O -0.69370 -3.29657 0.61741
O 0.85440 -1.39699 3.38450
N 1.53823 2.10539 -2.72509
N -2.36518 4.09948 0.06698
N -3.13471 3.28614 -0.70004
N -1.52070 2.11832 0.32197
N 0.14857 0.88786 -4.14743
C 3.55410 -1.98729 -1.19263
C -0.88117 6.41604 -1.46651
C 2.43494 2.46725 -3.82541
C -3.10060 3.51303 -3.85167
C 1.40000 -2.40461 0.01505
C 1.95482 -1.73090 1.30931
C -2.44512 2.98711 -4.95806
C -0.72926 5.22072 -2.41172
C -4.13148 5.42020 -2.56070
C 2.08161 -1.58408 -1.08110
C 0.93400 -1.07010 2.22341
C 0.14784 6.30007 -0.33140
C 4.14105 -1.35809 0.10645
C -0.51659 7.68341 -2.25781
C -0.12161 -2.43038 -0.02315
C 2.36746 1.44989 -4.94106
C -2.32395 6.53956 -0.87804
C 2.90383 -0.68265 0.70860
C -2.54434 5.14446 -6.02135
C -2.16057 3.81310 -6.03023
C 1.92131 2.63964 -1.42815
C 0.42539 1.35480 -2.90490
C -0.89587 -0.11718 -4.33490
C -3.19964 5.65163 -4.90740
C -3.46764 4.85396 -3.79772
C -3.45681 6.65412 -1.92948
C -2.58416 2.11333 -0.53176
C 0.91326 1.28801 -5.32185
C -1.42540 3.37979 0.68891
C -2.68275 5.51490 0.23080
H -0.03342 7.04803 0.44269
H -2.33096 5.77435 -6.87525
H 0.32941 5.09987 -2.65544
H -0.46888 -0.99068 -4.83216
H 2.76427 0.49298 -4.59301
H -3.75536 5.58806 0.40003
H -1.08902 4.27844 -1.98413
H -3.49766 6.69616 -4.90765
H 3.67168 -3.07020 -1.23703
H 4.01050 -1.55466 -2.08470
H 1.29306 2.24830 -0.64646
H -0.41600 8.55633 -1.60776
H 1.52647 -1.51999 -2.00996
H 4.90747 -0.61813 -0.12383
H 3.44389 2.53610 -3.42032
H 0.78267 0.51986 -6.08173
H -2.15432 1.94323 -4.98353
H 2.16576 3.45759 -4.20915
H -2.94384 1.21918 -1.01683
H 1.69027 -3.45267 -0.04294
H -1.70653 0.27142 -4.95733
H 2.94797 2.34714 -1.21130
H -2.41405 8.50004 -0.67751
H -3.30475 2.87224 -3.00038
H 3.09773 0.17407 1.34571
H -1.25860 5.38605 -3.35104
H 0.45283 7.52838 -2.73779
H -4.23910 7.20403 -1.40318
H 4.56746 -2.09360 0.78769
H -3.10701 7.31162 -2.72736
H 1.15128 6.46746 -0.73236
H -1.22952 7.91015 -3.05261
H 0.52170 2.22517 -5.73187
H 2.48834 -2.43250 1.94253
H -0.71840 3.77975 1.39936
H 1.85294 3.72833 -1.41476
H 0.14728 5.31025 0.12612
H -2.18464 5.84765 1.13682
H -4.23497 4.62186 -1.82756
H 2.95995 1.78316 -5.79187
H -1.29668 -0.41735 -3.37403
H -5.14438 5.72831 -2.83128

(12)
9
Properties=species:S:1:pos:R:3 method="wB97M-V/def2-TZVPD" gap_ev="6.84 / 6.85" de_lowest_kcal_mol=0.0 total_charge=0 spin_multiplicity=2
Na 2.50360 0.93442 -0.14132
O 0.36439 0.86993 0.24281
O 2.33576 -1.00082 1.01383
C -1.39909 -0.63139 -0.13664
C -0.69019 0.46753 -0.50019
Li 0.68401 -1.18850 0.11041
Li -0.78082 0.31534 1.66796
H -0.83865 1.11758 -1.38463
H -2.17902 -0.88410 -0.87223

DFT total energy: -31260.5146 -16697.0327 -66919.2083 -47376.5278 -13982.9774 -10978.5679 -26921.3216 -16795.9947 -12492.1608 -11417.0480 -69577.3258 -11026.3581 (eV)